{
  "formula": "C13H26N6O6Sm",
  "method": "ωB97M-V/def2-TZVPD",
  "s_squared": 9.122,
  "e_above_lowest_kcal_mol": 53.9,
  "homo_lumo_gap_ha": [0.18653, 0.18500],
  "total_charge": 1,
  "spin_multiplicity": 6,
  "homo_ev": [-10.100, -10.059],
  "species": ["O", "H", "Sm", "N", "N", "N", "N", "O", "O", "O", "O", "C", "C", "C", "C", "C", "H", "H", "H", "C", "H", "H", "H", "C", "C", "H", "H", "H", "H", "H", "H", "H", "H", "C", "H", "H", "H", "O", "H", "H", "C", "C", "N", "C", "C", "N", "H", "H", "H", "H", "H", "H"],
  "xyz": [[-0.67187, 0.63237, -5.18947], [-1.15724, 0.25396, -5.93558], [-0.52464, 0.27154, -0.29203], [-0.41669, 2.09902, 1.06988], [0.90976, 1.46049, -1.29579], [-1.88179, -0.78707, 1.24012], [-1.02177, -1.52955, -1.33877], [-0.90203, 2.23427, 2.28730], [-2.11744, -0.43819, 2.58814], [-0.32070, -1.80375, -2.58414], [1.59276, 0.82975, -2.21728], [1.41384, 2.48665, -0.51555], [0.72425, 2.82137, 0.72145], [-1.94759, -2.08642, 0.87086], [-1.40954, -2.48947, -0.47037], [1.10788, 3.96231, 1.61050], [1.35047, 3.57690, 2.62816], [0.21040, 4.61629, 1.70790], [1.95975, 4.50714, 1.15366], [2.53004, 3.19544, -1.18570], [2.20260, 3.38348, -2.23765], [3.37551, 2.47397, -1.26156], [2.76367, 4.12098, -0.63434], [-2.66268, -3.10827, 1.71133], [-1.49590, -3.89399, -0.97418], [-3.29405, -2.54884, 2.43124], [-1.92663, -3.73357, 2.26743], [-3.28723, -3.75838, 1.05431], [-0.70878, -3.98848, -1.75199], [-2.48869, -4.02007, -1.47401], [-1.36194, -4.62802, -0.14810], [-1.84251, 0.52415, 2.69093], [0.10492, -0.94858, -2.86427], [-1.59268, 1.10942, -4.22744], [-0.99343, 1.72238, -3.56151], [-1.92103, 0.27310, -3.61816], [-2.43215, 1.65856, -4.65978], [-2.64751, 1.37808, -0.36049], [-3.02269, 0.74155, 0.28936], [-2.35365, 2.05563, 0.29168], [1.41425, 0.05743, 3.16842], [1.89991, -0.75984, 2.03784], [1.35850, -0.83869, 0.83030], [2.13721, -1.72542, 0.09314], [3.15757, -2.19008, 0.87006], [2.99476, -1.56268, 2.12048], [0.36741, -0.19028, 3.40700], [2.04534, -0.10490, 4.05573], [1.41521, 1.13068, 2.91356], [1.86642, -1.90177, -0.92914], [3.94636, -2.88248, 0.65906], [3.55403, -1.65810, 2.95748]],
  "atomic_forces_ev_per_a": [[-0.125, -0.155, -0.516], [0.164, 0.093, 0.226], [1.998, 1.909, -0.096], [2.781, 1.885, 0.252], [1.849, 2.498, 1.259], [-0.086, -3.151, 1.677], [-0.567, -4.116, -0.594], [-0.460, -0.184, -0.283], [-0.311, -1.031, -1.429], [-1.352, -0.661, 1.954], [-0.848, 0.265, 0.291], [-1.223, -1.281, -2.076], [-2.013, -0.769, 0.185], [-0.972, 2.812, 1.463], [0.228, 1.616, -3.766], [0.199, -0.099, -0.018], [-0.067, 0.461, -0.652], [0.708, -0.316, 0.060], [-0.592, -0.202, 0.661], [0.431, -0.001, 0.239], [0.373, 0.089, 0.811], [-0.222, 0.783, 0.092], [0.336, -0.446, -0.611], [0.240, -0.027, 0.170], [0.492, -0.314, 0.313], [0.376, -0.560, -0.362], [-0.594, 0.297, -0.307], [0.479, 0.440, 0.588], [-0.532, -0.262, 0.514], [0.692, -0.003, 0.471], [-0.152, 0.369, -0.811], [0.094, -0.123, -0.706], [-0.275, -0.208, 0.405], [0.702, -0.226, 0.088], [-0.128, 0.532, 0.011], [-0.689, -0.277, 0.141], [0.080, -0.013, 0.189], [-0.691, -0.018, 1.387], [-0.420, 0.341, -0.809], [-0.136, 0.300, -0.618], [-0.252, 0.461, 0.409], [0.448, -0.498, -0.242], [0.404, -0.305, 0.539], [0.142, 0.226, 0.850], [-0.542, 0.549, 0.478], [-0.666, 0.052, -1.152], [0.441, -0.002, 0.023], [-0.330, 0.110, -0.274], [0.077, -0.406, 0.103], [0.321, -0.270, -0.258], [0.164, -0.059, 0.046], [0.024, -0.106, -0.318]]
}

***

{
  "formula": "C5H16N2O2",
  "method": "ωB97M-V/def2-TZVPD",
  "smiles": "CCNC[C@@H](N)CO.O",
  "e_above_lowest_kcal_mol": 74.8,
  "homo_lumo_gap_ha": 0.35224,
  "homo_ev": -8.916,
  "species": ["C", "C", "N", "C", "C", "N", "C", "O", "H", "H", "H", "H", "H", "H", "H", "H", "H", "H", "H", "H", "H", "H", "O", "H", "H"],
  "xyz": [[-0.50852, 0.72050, -2.06163], [0.29453, 1.88140, -1.43614], [1.50187, 1.43281, -0.67966], [1.27848, 0.86173, 0.68289], [0.03997, -0.09758, 0.82377], [0.45178, -1.44865, 1.18451], [-1.16663, 0.46342, 1.74077], [-2.42966, 0.44551, 1.22382], [-1.42166, 0.38536, -1.64795], [-0.78248, 0.87430, -3.11044], [0.24435, -0.03524, -2.13825], [-0.39389, 2.38273, -0.61307], [0.62464, 2.55218, -2.13034], [1.95154, 0.85865, -1.36267], [1.10334, 1.68742, 1.27440], [2.22499, 0.34334, 1.00709], [-0.44001, -0.20070, -0.17356], [0.07173, -1.70322, 2.09861], [1.51137, -1.50171, 1.41105], [-1.19764, -0.00226, 2.77341], [-1.09770, 1.57282, 1.91469], [-2.52193, -0.23803, 0.62726], [0.67714, -3.44692, -1.21598], [-0.30823, -3.23120, -0.98192], [1.14925, -2.59902, -1.04293]],
  "atomic_forces_ev_per_a": [[1.164, 0.920, -2.052], [-2.498, -1.207, 5.031], [-0.954, 0.453, -0.044], [0.135, -1.823, -2.397], [-1.071, 0.477, -0.088], [2.280, -0.723, 1.657], [2.229, 1.398, 1.611], [-1.412, 1.302, 0.316], [-0.651, -0.235, 1.000], [0.141, 0.575, -0.052], [-0.026, -1.257, 0.035], [1.315, -0.417, -1.867], [0.567, 1.914, -1.840], [0.839, -0.897, 0.341], [-0.146, 1.803, 1.570], [-0.960, 0.572, -0.295], [0.500, 0.250, 0.940], [-0.224, -0.036, -0.354], [-2.260, 0.274, -0.775], [0.500, 0.108, -0.943], [1.042, -0.904, 0.124], [-0.531, -2.418, -1.900], [-2.212, 1.303, 0.447], [2.978, -0.487, -0.506], [-0.749, -0.945, 0.041]]
}

***

{
  "formula": "C19H30FN2O8",
  "method": "ωB97M-V/def2-TZVPD",
  "s_squared": 0.755,
  "homo_lumo_gap_ha": [0.33240, 0.35002],
  "spin_multiplicity": 2,
  "homo_ev": [-8.634, -9.458],
  "species": ["C", "C", "F", "C", "C", "N", "C", "O", "C", "C", "C", "C", "N", "O", "C", "C", "C", "C", "H", "H", "H", "H", "H", "H", "H", "H", "H", "H", "H", "H", "H", "H", "H", "H", "H", "H", "H", "H", "H", "H", "C", "C", "O", "C", "O", "O", "H", "H", "H", "H", "C", "C", "O", "C", "O", "O", "H", "H", "H", "H"],
  "xyz": [[3.82422, 0.00329, 0.43268], [3.65738, 0.88652, -0.94569], [2.96160, 2.15582, -0.64111], [2.96048, -0.04054, -2.10141], [1.38407, 0.27315, -2.40431], [1.07941, 1.64963, -2.94228], [2.09678, 2.16128, -3.70658], [3.15715, 2.88820, -4.15688], [0.82857, -0.91693, -3.39427], [0.02446, -2.12666, -2.63437], [1.02342, -3.13102, -1.74477], [-0.56592, -3.11129, -3.85112], [-1.18593, -1.69510, -1.83825], [-1.63832, -2.64928, -1.00699], [-1.01144, -0.35362, -1.16654], [-1.63764, -0.49594, 0.37809], [-1.98924, 0.76403, -1.91394], [0.53833, 0.14072, -0.97395], [4.93649, -0.34896, 0.54368], [3.15101, -0.95857, 0.47590], [3.49625, 0.66997, 1.36090], [4.75494, 1.17113, -1.31902], [3.00159, -1.16207, -1.69280], [3.65068, -0.06221, -3.07497], [1.71021, -1.39432, -4.01336], [0.07255, -0.47311, -4.20408], [2.02829, -3.36515, -2.32987], [0.47816, -4.12397, -1.41867], [1.36987, -2.60170, -0.73562], [-0.70871, -4.17356, -3.33049], [0.30893, -3.24457, -4.61649], [-1.57108, -2.72257, -4.30667], [-1.00002, -1.19770, 1.06531], [-2.78425, -0.72889, 0.36029], [-1.52863, 0.60059, 0.83742], [-2.32397, 1.58718, -1.12101], [-2.99286, 0.19958, -2.20677], [-1.52711, 1.21631, -2.88898], [0.49006, 1.25647, -0.55204], [1.12088, -0.50551, -0.18029], [-6.43308, 0.28707, 2.60497], [-5.92674, 0.18733, 1.20259], [-4.54570, 0.46553, 1.33469], [-4.20266, 0.16981, 2.62252], [-3.05670, 0.13075, 3.03838], [-5.30873, -0.07732, 3.38344], [-7.27121, -0.38923, 2.79418], [-6.73135, 1.30670, 2.87044], [-6.04672, -0.81802, 0.78525], [-6.40569, 0.90880, 0.53495], [2.46571, 2.66680, 5.52100], [2.00631, 2.84770, 4.11061], [2.62698, 1.77603, 3.42620], [2.88551, 0.80894, 4.35440], [3.26170, -0.31993, 4.08641], [2.66725, 1.26953, 5.62077], [1.72162, 3.00401, 6.24782], [3.41447, 3.17590, 5.72042], [0.92024, 2.75068, 4.00893], [2.31813, 3.80825, 3.69136]],
  "atomic_forces_ev_per_a": [[-0.340, 0.569, 0.571], [1.206, -0.884, 0.391], [1.040, -2.467, -0.783], [0.152, -0.480, 0.112], [-0.072, -2.311, 1.224], [6.388, 1.886, -4.750], [2.682, 3.008, 1.775], [-8.624, -5.859, 3.157], [-0.806, 0.189, -0.447], [0.610, -2.263, -1.922], [0.442, 0.683, 0.778], [0.921, -0.640, 1.249], [1.838, -0.981, 2.398], [0.691, 1.715, -2.432], [-1.367, 1.475, 2.098], [0.539, 1.695, -0.205], [-0.571, -0.590, 0.257], [-0.094, 1.348, -0.379], [-2.156, 0.786, -0.143], [1.264, 1.932, -0.302], [0.960, -1.420, -2.020], [-2.602, -0.278, 0.835], [-0.175, 2.503, -0.910], [-1.751, 0.377, 1.877], [-1.700, 0.891, 1.347], [1.622, -0.748, 1.844], [-2.284, 0.410, 0.976], [1.053, 2.150, -0.908], [-0.831, -1.061, -2.133], [-0.055, 2.329, -1.332], [-1.888, 0.322, 1.129], [2.111, -0.680, 0.800], [-1.454, 1.123, -1.512], [2.553, 0.169, -0.001], [-0.262, -2.371, -0.938], [1.062, -1.618, -1.872], [2.164, 1.084, 0.564], [-0.821, -0.728, 2.012], [0.047, -2.535, -0.774], [-1.300, 1.182, -1.780], [-1.056, 0.116, 0.365], [-0.631, -0.090, -0.975], [0.296, 0.011, 0.883], [2.509, -0.108, 0.989], [-2.698, 0.146, -0.876], [0.861, 0.041, -0.408], [0.235, 0.068, 0.119], [0.035, -0.074, -0.032], [0.021, 0.077, 0.050], [0.256, -0.082, 0.051], [-0.007, 0.736, 0.836], [-0.596, 0.941, -0.467], [0.344, -0.772, 0.513], [0.759, -2.421, -0.494], [-0.835, 2.574, 0.568], [0.125, -0.528, -0.831], [0.154, -0.220, -0.043], [-0.068, -0.045, -0.031], [0.100, -0.017, 0.016], [0.005, -0.267, -0.087]]
}

***

{
  "formula": "C2H3FN4O2",
  "method": "ωB97M-V/def2-TZVPD",
  "e_above_lowest_kcal_mol": 122.2,
  "homo_lumo_gap_ha": [0.31904, 0.31897],
  "homo_ev": [-10.278, -10.276],
  "species": ["C", "C", "N", "N", "N", "N", "O", "O", "F", "H", "H", "H"],
  "xyz": [[1.46677, 0.11845, -0.54075], [-0.79208, 0.17936, 0.71078], [1.07009, 1.34620, 0.16100], [-0.00160, 1.26243, 0.75219], [0.58530, -0.91488, -0.50694], [-1.93101, 0.06225, -0.12025], [-2.53143, -1.00812, -0.06152], [-2.26030, 1.03414, -0.74427], [1.02103, -1.92032, 0.37591], [1.64038, 0.44160, -1.47991], [2.56288, -0.11356, -0.23348], [-0.83002, -0.48753, 1.68726]],
  "atomic_forces_ev_per_a": [[3.202, -1.042, 2.651], [3.157, -4.683, 1.691], [-0.859, 0.881, 1.505], [0.531, 1.455, -0.636], [-3.147, -0.578, 0.803], [-1.898, -0.782, 0.326], [0.753, 0.848, -0.118], [-0.061, 0.615, -0.847], [0.307, 0.393, 0.214], [0.028, 1.167, -3.591], [-1.864, 0.137, 0.193], [-0.149, 1.589, -2.191]]
}

***

{
  "formula": "C4H8O2",
  "method": "ωB97M-V/def2-TZVPD",
  "smiles": "O[C@H]1CCOC1",
  "e_above_lowest_kcal_mol": 28.5,
  "homo_lumo_gap_ha": 0.39464,
  "homo_ev": -9.803,
  "species": ["O", "C", "C", "C", "O", "C", "H", "H", "H", "H", "H", "H", "H", "H"],
  "xyz": [[-1.53684, 0.61776, -0.91496], [-0.60342, -0.42177, -0.65968], [0.83795, 0.07833, -0.79364], [0.99017, 0.79769, 0.53952], [0.31048, -0.02374, 1.48583], [-0.60327, -0.87569, 0.80079], [-1.71189, 1.09444, -0.09433], [-0.85179, -1.22743, -1.35644], [0.97844, 0.71840, -1.66753], [1.53012, -0.77124, -0.85204], [0.50930, 1.78782, 0.48785], [2.02172, 0.93690, 0.87430], [-0.27302, -1.91941, 0.89355], [-1.59795, -0.79205, 1.25677]],
  "atomic_forces_ev_per_a": [[-0.121, 0.111, 0.153], [0.138, -0.255, -0.002], [0.034, 0.004, -0.026], [0.149, 0.254, -0.148], [-0.015, 0.035, 0.141], [-0.225, -0.184, -0.112], [0.048, -0.043, -0.143], [0.096, 0.055, 0.143], [-0.059, -0.053, 0.139], [-0.127, 0.124, 0.001], [0.121, -0.125, 0.052], [-0.131, -0.085, -0.064], [-0.031, 0.151, -0.050], [0.121, 0.010, -0.082]]
}

***

{
  "formula": "CuH12O6",
  "method": "ωB97M-V/def2-TZVPD",
  "e_above_lowest_kcal_mol": 4.4,
  "homo_lumo_gap_ha": 0.33397,
  "total_charge": 1,
  "homo_ev": -12.546,
  "species": ["Cu", "O", "H", "H", "O", "H", "H", "O", "H", "H", "O", "H", "H", "O", "H", "H", "O", "H", "H"],
  "xyz": [[0.17077, 0.50150, -0.42302], [0.40461, -2.43764, 1.77565], [-0.20153, -3.13992, 1.51914], [-0.03901, -1.61699, 1.53791], [-0.55561, -0.24002, -2.36317], [-0.49246, -1.01859, -2.92945], [-0.73221, 0.49925, -2.95947], [-0.81280, 2.66398, -0.69411], [-0.50393, 3.04959, 0.13623], [-1.77439, 2.73166, -0.64909], [2.32761, -0.18087, -0.87090], [2.40280, -0.98916, -1.39006], [3.08268, -0.19162, -0.27139], [-1.67453, -0.62597, 0.39220], [-2.54725, -0.37363, 0.71846], [-1.84495, -1.24564, -0.32889], [0.84789, 0.83853, 1.88597], [0.45701, 0.34261, 2.61599], [1.48531, 1.43295, 2.29799]],
  "atomic_forces_ev_per_a": [[0.294, 0.106, 0.238], [0.169, 0.104, -0.052], [-0.013, 0.021, 0.100], [-0.181, -0.166, -0.098], [-0.134, 0.076, -0.189], [0.106, 0.029, 0.058], [0.016, -0.062, 0.025], [0.172, -0.426, 0.275], [-0.015, 0.135, -0.115], [0.037, -0.002, -0.060], [-0.339, 0.075, -0.024], [0.023, 0.035, 0.022], [-0.117, 0.015, 0.077], [0.030, -0.093, -0.101], [0.099, 0.070, 0.061], [-0.049, 0.066, 0.031], [-0.188, 0.049, -0.159], [0.067, 0.008, -0.023], [0.023, -0.042, -0.064]]
}